1.
# C19H23N5O6S2W

A structure of composition C19H23N5O6S2W (wB97M-V/def2-TZVPD, OMol25).

Properties
- spin multiplicity = 3
- LUMO energy (spin up / spin down) (eV) = -6.80 / -6.27
- net charge = +2
- expectation value of S² = 2.037
- gap between HOMO and LUMO (spin up / spin down) (eV) = 6.32 / 7.32
- HOMO level (spin up / spin down) (hartree) = -0.4822 / -0.4992

Geometry as XYZ:
```
56
Properties=species:S:1:pos:R:3:forces:R:3:mulliken_spin:R:1
W -1.32134 0.52750 -0.15670 -0.3 0.5 0.0 1.923
S -2.19545 2.18899 -1.54379 0.1 0.0 0.3 -0.036
S -2.40540 1.59755 1.57410 0.1 0.0 -0.1 -0.085
O 0.39895 -0.53541 0.49406 0.1 -0.1 0.1 -0.003
O 0.52972 1.58168 0.11577 0.0 0.0 -0.1 -0.025
O 4.66055 3.98093 1.37063 0.0 0.0 0.0 0.000
O 6.03632 -1.85001 2.91376 0.0 0.0 0.0 0.000
O 6.34692 2.91051 2.19492 0.0 0.0 0.0 0.000
O 4.26291 -2.90097 2.27207 0.0 0.0 0.0 0.000
N 5.22824 2.98067 1.74757 0.0 0.0 0.1 0.000
N -1.24184 -4.98225 -1.42710 0.0 0.0 0.0 0.000
N -0.72927 -0.41134 -2.20370 0.2 0.0 -0.1 0.035
N 4.92874 -1.89857 2.44346 0.0 0.0 -0.1 0.000
N -3.05741 -0.87810 -0.22766 0.0 -0.2 0.0 0.038
C -2.26576 3.26287 0.99550 0.0 0.0 0.0 0.027
C -2.49522 -2.11825 -2.30177 0.1 0.0 0.0 -0.028
C -2.23476 5.62000 1.44072 0.0 0.0 0.0 0.005
C -2.88818 -2.23229 -0.83204 -0.1 0.0 0.1 -0.005
C -0.74536 -3.69371 -0.76297 0.0 0.0 0.0 0.005
C 4.32241 -0.61957 2.00670 0.0 0.0 0.0 -0.001
C 5.06230 0.54489 2.09951 0.0 0.0 0.0 0.003
C 2.46795 0.55328 1.08952 0.0 0.0 0.0 0.007
C -0.07470 -2.77550 -1.77871 0.0 0.0 0.0 0.011
C -2.30149 4.31987 1.90255 0.0 0.0 0.0 0.005
C -2.13065 5.87702 0.07520 0.0 0.0 0.0 -0.007
C 1.10746 0.55255 0.55658 -0.1 -0.2 0.0 0.065
C 3.03637 -0.64202 1.51623 0.0 0.0 0.0 0.005
C 4.46013 1.71239 1.66769 0.0 0.0 0.0 -0.001
C -1.01778 -1.82891 -2.55366 0.0 0.0 -0.1 0.003
C -1.86866 -3.02498 0.01683 0.0 0.0 0.0 0.014
C -2.09538 4.83583 -0.83200 0.0 0.0 0.0 0.013
C 3.17861 1.74994 1.16141 0.0 0.0 0.0 0.003
C -2.17098 3.52093 -0.37822 0.0 -0.1 -0.1 0.022
H -2.01448 5.03279 -1.89285 0.0 0.0 0.0 0.001
H -1.36563 -2.34718 0.71240 0.0 0.0 0.0 -0.010
H 0.00599 -4.05310 -0.06041 0.0 0.0 0.0 0.001
H -1.96871 -4.81291 -2.12511 0.0 0.0 0.0 0.000
H -3.85843 -2.72979 -0.78323 0.0 0.0 0.0 -0.002
H 6.07008 0.54619 2.49097 0.0 0.0 0.0 0.000
H -0.83551 -1.95292 -3.62240 0.0 0.0 0.0 -0.006
H -3.77576 -0.35673 -0.73252 0.0 -0.1 0.0 0.013
H -2.76658 -3.04354 -2.81927 0.0 0.0 0.0 -0.001
H -2.26477 6.43985 2.14490 0.0 0.0 0.0 0.000
H -3.11130 -1.35861 -2.79079 0.0 0.0 0.0 0.003
H 2.49465 -1.57427 1.47585 0.0 0.0 0.0 0.001
H 0.26438 -0.22944 -2.35057 0.0 0.0 0.0 0.006
H 0.62536 -2.17704 -1.19390 0.0 0.0 0.0 -0.011
H -1.62611 -5.62727 -0.73118 0.0 0.0 0.0 0.000
H -3.44515 -0.99102 0.70987 0.0 0.1 0.0 0.011
H -2.37916 -3.75568 0.64853 0.0 0.0 0.0 -0.002
H 0.53641 -3.35886 -2.47054 0.0 0.0 0.0 0.001
H -2.38061 4.11449 2.96191 0.0 0.0 0.0 0.001
H -2.08012 6.89686 -0.28035 0.0 0.0 0.0 0.000
H -1.19030 0.19138 -2.88534 0.0 0.0 0.0 -0.004
H -0.47195 -5.46579 -1.89774 0.0 0.0 0.0 0.000
H 2.74974 2.68705 0.83529 0.0 0.0 0.0 0.001
```
Positions in Å, forces in eV/Å.

=====

2.
# C19H23N5O7P2SSr

A structure of composition C19H23N5O7P2SSr (wB97M-V/def2-TZVPD, OMol25).

Properties
- spin multiplicity = 1
- LUMO energy (eV) = -0.46
- gap between HOMO and LUMO (eV) = 8.18
- HOMO level (hartree) = -0.3173

Geometry as XYZ:
```
58
Properties=species:S:1:pos:R:3:forces:R:3:mulliken_charge:R:1
Sr -0.79326 0.73478 0.16555 1.3 -1.9 -0.6 1.648
S 1.82741 -0.08064 3.94145 0.0 0.0 -0.1 -0.220
P -3.01748 2.53427 -0.26176 0.3 -0.4 0.8 0.736
P -1.87271 1.99946 2.45511 0.0 -0.1 -1.0 0.704
O -2.96926 2.64680 1.42147 0.0 0.1 -0.1 -0.331
O -2.99133 1.03706 -0.52837 0.0 0.8 -0.3 -0.633
O -1.96408 0.49927 2.37801 -0.1 0.6 0.3 -0.441
O -1.40328 3.04777 -0.50925 -1.4 -0.4 0.6 -0.635
O -2.21832 2.65219 3.84469 0.2 0.1 0.0 -0.510
O -0.51305 2.49323 1.96272 -0.5 0.0 0.2 -0.817
O -4.02054 3.39457 -0.86943 0.2 0.3 0.1 -0.724
N -0.19118 0.16428 -2.44221 0.0 0.2 0.1 0.526
N 1.02769 -0.64570 1.55776 -0.1 0.0 0.1 -0.042
N -0.09788 -0.33718 -4.94710 0.0 0.0 0.0 -0.132
N 1.48600 -3.13020 -1.05738 0.1 -0.1 0.0 -0.014
N 5.07599 -4.35943 1.84297 0.0 0.0 0.0 -0.486
C 2.33336 -3.32768 -0.05489 0.1 0.0 0.0 -0.107
C 0.26166 -2.29776 4.71722 0.0 0.0 0.0 -0.476
C -0.91183 -1.34228 -4.26753 0.0 0.0 0.0 -0.923
C 2.98099 -4.35825 -2.48609 0.0 0.0 0.1 -0.726
C -0.58643 -3.30179 4.30336 0.0 0.0 0.0 -0.560
C 3.86316 -4.56115 -1.44031 -0.1 0.1 0.0 -0.459
C -0.68480 0.98542 -4.72548 0.0 0.0 0.0 -0.905
C 1.76345 0.17026 2.24275 0.1 -0.1 0.1 -0.371
C 3.52512 -4.03586 -0.19720 0.0 0.0 -0.1 0.125
C 1.20153 -0.06810 -2.85884 0.0 -0.1 0.0 -0.356
C -1.01633 -1.01906 -2.75406 0.0 0.0 0.0 -0.343
C -0.71486 1.31496 -3.21203 0.0 0.0 0.0 -0.603
C -0.44088 -2.59079 1.99646 -0.1 -0.1 0.1 -0.173
C 1.81519 -3.64748 -2.24071 -0.1 0.0 -0.1 -0.070
C 0.42157 -1.57425 2.40427 0.2 0.1 -0.1 -0.117
C 0.76349 -1.42795 3.74998 -0.1 -0.2 0.1 0.727
C 4.38623 -4.21552 0.93579 0.1 0.0 0.1 0.025
C -0.94036 -3.44632 2.95424 0.0 0.1 0.0 -0.807
C 1.24977 -0.35625 -4.38304 0.0 0.0 0.0 -0.752
H -0.98725 -3.99250 5.03308 0.0 0.0 0.0 0.393
H 3.18609 -4.74310 -3.47482 0.0 0.0 0.0 0.437
H -2.04327 -0.78590 -2.46352 0.0 0.0 0.0 0.569
H 2.07356 -2.90525 0.90551 0.0 0.0 0.0 0.416
H -0.09567 2.18128 -2.97427 0.0 0.0 0.0 0.465
H 0.52555 -2.18792 5.76017 0.0 0.0 0.0 0.425
H 1.85006 0.38921 -4.90735 0.0 0.0 0.0 0.266
H 4.78673 -5.10715 -1.57364 0.0 0.0 0.0 0.495
H 2.33912 0.96216 1.78357 -0.1 0.1 0.1 0.357
H -1.72760 1.52663 -2.86830 0.0 0.0 0.0 0.243
H 1.78188 0.82212 -2.60558 0.0 0.0 0.0 0.509
H -1.89820 -1.36735 -4.73270 0.0 0.0 0.0 0.308
H -1.68993 0.99091 -5.14889 0.0 0.0 0.0 0.368
H -1.61794 -4.23755 2.66386 0.0 0.0 0.0 0.437
H -0.71001 -2.70999 0.95362 0.1 0.0 0.0 0.419
H -0.44682 -2.31692 -4.43321 0.0 0.0 0.0 0.332
H 1.10313 -3.48596 -3.04342 0.0 0.0 0.0 0.344
H 1.59639 -0.90016 -2.27754 0.0 0.0 0.0 -0.121
H -0.66633 -1.85308 -2.14018 0.0 0.0 0.0 0.104
H -0.09036 1.71774 -5.27427 0.0 0.0 0.0 0.302
H -1.06544 3.13111 0.42453 0.3 0.9 -0.4 0.452
H 1.69245 -1.33497 -4.58359 0.0 0.0 0.0 0.380
H -3.14503 2.61171 4.08837 -0.3 -0.1 0.0 0.337
```
Positions in Å, forces in eV/Å.

=====

3.
# C19H23NO3

A structure of composition C19H23NO3 (wB97M-V/def2-TZVPD, OMol25).

Properties
- spin multiplicity = 1
- LUMO energy (eV) = 0.10
- gap between HOMO and LUMO (eV) = 8.61
- HOMO level (hartree) = -0.3129

Geometry as XYZ:
```
46
Properties=species:S:1:pos:R:3:forces:R:3:mulliken_charge:R:1
O -3.45337 -0.07884 -3.56695 0.9 -11.3 -1.8 -0.403
O 2.50311 -0.45267 -1.28043 -0.9 -2.3 1.9 -0.552
O -2.48336 1.74795 -2.77666 4.6 0.5 1.0 -0.437
N -6.70491 1.97539 -4.63815 -0.8 9.0 -1.4 -0.477
C 2.10536 -2.36282 3.34145 0.2 -2.8 2.6 -0.667
C 1.29089 -0.00719 -1.59513 -4.1 -2.1 0.2 0.716
C -5.47648 3.91052 -3.88452 -3.6 10.1 -2.3 -0.187
C 2.81044 -1.36264 5.45582 13.0 -4.7 -1.6 -0.971
C 1.15413 1.13139 -2.37085 14.8 -2.6 2.3 -0.210
C -1.01757 1.11512 -2.46481 -7.9 -2.0 1.9 0.401
C -3.44937 0.98430 -3.25670 0.1 8.5 0.1 0.315
C 3.88625 -0.60508 6.20727 -4.4 5.0 3.2 -1.335
C -6.59608 3.39191 -4.53245 -4.7 -2.5 0.8 -0.355
C -5.46557 1.60918 -4.40043 -10.8 -13.3 -5.4 0.790
C 3.14410 -1.48443 3.87674 -4.2 -13.7 11.3 -1.673
C -1.28281 0.09315 -1.55774 4.0 -4.2 -1.3 -0.331
C -4.51832 1.84355 -3.71566 9.4 10.0 7.1 -0.113
C -4.39206 3.41762 -3.46590 -1.0 -9.8 -1.3 -0.779
C 2.45111 -1.84597 -0.30870 5.6 4.7 -2.4 -1.146
C -0.00204 -0.68826 -1.34676 0.6 5.7 -0.7 -0.697
C 2.39594 -2.45902 1.99341 3.1 -10.0 -4.7 -0.758
C 0.17267 1.57856 -2.91983 -11.0 5.7 -3.8 -0.683
C 2.27065 -1.43552 1.12152 -0.1 6.9 -2.9 0.343
H -0.04974 2.52291 -3.39396 1.2 0.2 -0.9 0.400
H -5.46520 5.18517 -3.89802 -0.4 -3.4 0.3 0.108
H 2.23255 1.55350 -2.73542 -2.4 -0.7 1.2 0.159
H 4.81407 -0.88223 6.06509 4.6 -2.7 -0.5 0.466
H -7.62860 4.08590 -4.62570 3.2 -2.0 -0.1 0.248
H 3.30170 -0.69811 3.58241 2.4 14.8 -6.1 1.402
H 1.84823 -2.50733 -0.85834 -0.9 -1.0 -0.2 0.539
H 2.95865 -2.46486 6.08933 -0.2 2.1 -2.4 0.189
H 1.29058 -0.96752 1.22889 -0.4 0.1 0.0 0.298
H -5.78356 0.40120 -4.51025 2.6 1.9 0.1 0.161
H -0.02114 -1.41917 -0.64921 -0.2 -2.7 1.8 0.548
H -2.17156 -0.64866 -1.34283 1.3 2.7 -0.5 0.296
H 2.98171 -0.59374 1.44007 -0.7 -0.8 -1.2 0.082
H 1.06363 -2.20112 3.43386 -1.2 1.4 0.5 0.491
H 4.01472 -2.06514 3.90092 1.6 -0.6 -0.4 0.317
H 1.82190 -3.25068 1.47235 -0.6 -0.3 0.8 0.344
H 3.68912 -0.47775 7.44515 0.5 -0.5 -3.5 0.242
H 3.62252 -1.93324 -0.57118 -2.8 -0.9 1.0 0.290
H 2.14638 -3.41457 3.83484 0.4 1.7 -0.7 0.262
H -3.59996 3.68301 -2.97757 4.2 2.4 2.6 0.752
H 4.09177 0.47195 5.84216 -1.2 -1.0 0.5 0.319
H 1.96248 -1.27770 5.73009 -11.2 2.5 2.8 0.997
H 3.53702 -3.11803 1.58276 -2.5 2.1 2.0 0.302
```
Positions in Å, forces in eV/Å.

=====

4.
# C19H23NO3

A cluster of 3 separate species, C19H23NO3 in total (wB97M-V/def2-TZVPD, OMol25).

Properties
- spin multiplicity = 1
- LUMO energy (eV) = 0.31
- SMILES = CC(=O)OC[C@@H]1CCNC1=O.c1ccccc1.c1ccccc1
- gap between HOMO and LUMO (eV) = 9.84
- HOMO level (hartree) = -0.3504

Geometry as XYZ:
```
46
Properties=species:S:1:pos:R:3:forces:R:3:mulliken_charge:R:1
O 0.52032 -4.18605 1.45097 -3.9 -1.3 -0.6 -0.264
O -0.41251 -6.19081 2.39674 -0.2 6.0 -6.8 -0.555
O 3.29708 -2.74020 1.31345 -5.5 1.5 -6.5 -0.586
N 2.72820 -2.86836 -1.18728 -1.1 -0.6 3.1 -0.372
C 0.31791 -2.44520 -1.21426 1.1 1.5 -1.2 -0.717
C 0.07613 5.01221 -1.26602 0.1 0.0 -0.1 -0.136
C -0.10356 -2.86205 1.30191 0.9 2.6 0.6 -0.424
C -1.52465 2.98965 2.24078 0.0 -0.2 0.0 -0.343
C 0.25069 6.09554 -2.12676 0.1 -0.2 0.0 -0.513
C 1.44758 -3.52985 -1.70019 -0.6 -0.2 0.5 -0.386
C 0.87416 3.87665 -1.40217 0.0 0.1 -0.1 -0.153
C -1.88840 0.86053 1.15926 0.0 0.1 0.2 -0.528
C 2.44004 -2.55827 0.29561 3.5 -1.2 1.8 0.164
C 1.84562 3.82304 -2.40212 -0.1 0.1 0.0 -0.514
C -1.55986 -5.54485 0.19929 -0.2 0.4 -0.3 -0.609
C 1.21834 6.03964 -3.13013 0.0 -0.1 0.1 -0.348
C -1.62391 2.22733 1.07662 0.0 -0.1 0.2 -0.218
C -1.69483 2.38555 3.48611 0.0 -0.1 -0.1 -0.420
C 0.89053 -2.01191 0.25993 -1.2 -1.1 -0.7 0.317
C -0.46018 -5.28058 1.38605 0.7 -4.7 5.4 0.480
C -1.96853 1.02059 3.56839 0.0 0.1 -0.2 -0.519
C -2.06233 0.25708 2.40445 0.1 0.2 0.0 -0.314
C 2.01382 4.90264 -3.26871 -0.1 0.0 0.1 -0.351
H 1.35204 6.88219 -3.80353 0.0 -0.1 0.1 0.350
H -2.27076 -0.80761 2.46858 0.0 0.1 0.0 0.405
H 0.34044 -1.48848 -1.92669 0.3 -2.1 1.4 0.306
H -2.64023 -5.59367 0.70105 2.5 0.3 -1.0 0.285
H 3.61160 -3.40706 -1.35270 -1.2 0.6 0.5 0.309
H -2.10774 0.55149 4.53859 0.0 0.1 -0.1 0.369
H 1.53799 -3.74272 -2.85897 -0.4 0.5 2.5 0.346
H -0.82036 -2.71914 -1.24337 2.4 -0.1 0.3 0.284
H -1.31474 4.05412 2.17691 0.0 -0.2 0.0 0.340
H 0.85298 -0.84266 0.30289 0.1 -2.3 0.6 0.279
H 1.23529 -4.51880 -1.06684 0.5 1.8 -1.7 0.182
H -0.68198 5.05317 -0.48773 0.1 0.0 -0.1 0.247
H 2.76611 4.85820 -4.05228 -0.1 0.0 0.1 0.350
H 0.73960 3.03345 -0.72984 0.0 0.1 -0.1 0.372
H 2.47015 2.93994 -2.50611 -0.1 0.1 0.0 0.362
H -1.20891 -2.87228 0.91768 2.2 -0.2 0.5 0.293
H -1.61491 2.97924 4.39333 0.0 -0.1 -0.1 0.362
H -1.40251 -6.59799 -0.32006 0.1 2.2 1.4 0.289
H -1.95991 0.26505 0.25237 0.0 0.1 0.1 0.421
H -1.49394 2.69816 0.10615 0.0 -0.1 0.1 0.433
H -1.52248 -4.72851 -0.66141 -0.1 -1.7 2.0 0.149
H -0.36745 6.98223 -2.01689 0.1 -0.1 0.0 0.349
H -0.12193 -2.25063 2.32696 0.2 -1.8 -1.9 0.226
```
Positions in Å, forces in eV/Å.

=====

5.
# C19H23NO4

An isolated molecule of C19H23NO4 (wB97M-V/def2-TZVPD, OMol25).

Properties
- spin multiplicity = 1
- LUMO energy (eV) = 0.63
- SMILES = C#CCNC(=O)C1=C[C@H](c2ccccc2)C[C@H](OCCCCO)O1
- gap between HOMO and LUMO (eV) = 9.52
- HOMO level (hartree) = -0.3266

Geometry as XYZ:
```
47
Properties=species:S:1:pos:R:3:forces:R:3:mulliken_charge:R:1
O 3.14589 1.79763 2.07319 0.1 0.0 0.0 -0.701
O -4.83948 0.49353 -2.61556 -0.2 -0.5 -0.2 -0.502
O 0.67224 -0.73195 1.83341 0.3 0.4 0.1 -0.462
O -0.54951 -1.03755 -0.12465 0.2 0.0 0.1 -0.183
N 1.32281 1.30964 3.32253 -0.4 -0.1 0.2 -0.090
C 2.17673 1.09735 2.29850 0.0 0.2 0.0 0.122
C 2.25055 -1.57568 -0.48597 -0.2 -0.2 0.1 0.439
C -3.55097 1.13789 -0.63363 0.1 -0.1 -0.5 -0.698
C 1.81199 -0.06457 1.43710 0.2 -0.3 -0.5 0.788
C -4.29385 1.57311 -1.89894 0.0 0.4 0.5 -0.654
C 0.15878 -1.65769 0.89737 -0.3 -0.9 0.0 -0.118
C 0.80274 0.47467 -3.35288 0.0 0.1 0.0 -0.619
C 1.06635 -1.78885 -4.07749 0.0 -0.1 -0.1 -0.706
C 1.26675 -2.49336 0.25916 -0.1 0.3 0.1 -1.155
C 1.58371 -2.12140 -2.83910 0.0 0.1 0.0 -0.452
C 1.70661 -1.16320 -1.84069 0.2 0.0 -0.1 0.037
C 2.56114 -0.40436 0.38852 -0.1 0.0 0.3 -1.066
C 1.31879 0.14052 -2.11304 0.1 0.0 -0.1 -0.085
C 0.67003 -0.48828 -4.33723 -0.1 0.0 -0.1 -0.555
C 1.67559 1.76506 5.64828 0.0 -0.2 0.4 -0.435
C 1.75230 1.25338 6.72730 0.0 0.3 -0.4 0.247
C 1.55150 2.33341 4.31904 0.1 0.3 -0.4 -0.951
C -2.36115 0.24279 -0.96683 0.0 -0.1 0.4 0.099
C -1.67203 -0.28199 0.28546 -0.2 0.2 0.0 -0.714
H 1.78717 -3.02968 1.05474 0.0 0.0 0.0 0.419
H 0.97342 -2.54637 -4.84233 0.0 -0.1 -0.1 0.386
H 3.17659 -2.13812 -0.66044 -0.1 0.1 0.0 0.635
H -3.21304 2.02884 -0.10162 0.0 0.1 0.1 0.362
H -2.35150 -0.91975 0.87375 0.0 0.1 0.0 0.293
H 1.89759 -3.13835 -2.64646 0.0 -0.1 0.0 0.443
H 1.83672 0.82838 7.68271 0.0 -0.3 0.5 0.408
H -4.24345 0.59940 0.02095 -0.1 0.1 0.1 0.348
H 0.72849 3.06078 4.31035 0.2 0.0 0.0 0.317
H 0.58049 0.64396 3.47320 0.1 0.0 -0.1 0.262
H -1.62827 0.79629 -1.55459 0.0 0.0 -0.1 0.060
H 0.26220 -0.22717 -5.30257 0.0 0.0 -0.1 0.396
H 0.80890 -3.20860 -0.42170 0.0 -0.1 0.0 0.546
H 2.48135 2.84045 4.03790 -0.2 0.0 0.0 0.351
H 3.42555 0.20046 0.16636 0.1 0.2 0.1 0.497
H -2.69083 -0.60301 -1.57133 0.0 0.0 0.0 0.314
H -5.42019 -0.00471 -2.02922 0.0 0.1 -0.1 0.317
H -3.60308 2.05948 -2.59089 0.0 0.1 0.1 0.324
H 0.50236 1.49366 -3.55148 0.0 0.1 0.0 0.440
H -5.08330 2.29196 -1.63137 0.2 0.0 -0.1 0.339
H 1.41538 0.89781 -1.34949 0.0 0.1 0.1 0.412
H -0.51686 -2.29009 1.50560 0.2 0.2 -0.2 0.358
H -1.35323 0.55429 0.92403 0.0 -0.1 0.0 0.188
```
Positions in Å, forces in eV/Å.

=====

The ΔE to the lowest compared entry with this formula, charge and spin results, record by record, are as follows: 44.15, 40.58, 1875.34, 626.96, 312.14 kJ/mol.